A molecular structure, C4H5F2HgLiO2 at a distorted geometry. Source: OMol25; level of theory: the ωB97M-V functional and the def2-TZVPD basis.

## Properties
Net charge ... 0
Strongest force on any atom ... 5.10 eV/Å
DFT total energy ... -666.3983 Ha
2S+1 ... 3

The geometry in XYZ format:
```
15
Properties=species:S:1:pos:R:3:forces:R:3
O -0.95438 1.35022 0.48218 1.184 -0.144 0.149
C -1.12601 0.12413 -0.11372 -0.310 5.062 -0.018
C 0.06296 -0.36819 -0.94140 -1.103 -4.786 1.367
H -1.74556 0.40740 -1.01383 -0.995 -1.815 1.284
H -1.16573 -0.60168 0.75864 -0.798 -0.177 -1.740
F -0.68781 -1.63208 -1.38097 2.595 1.839 -0.124
C 2.30508 -0.57140 -0.25529 0.962 -0.009 -0.326
C 3.21697 -1.40932 0.53289 0.279 0.033 0.085
O 1.01140 -0.82033 0.02946 -0.204 0.036 -1.143
H 2.51646 -0.52461 -1.33144 -0.033 -0.127 0.316
F 2.56762 0.85190 0.15246 -0.411 -0.042 -0.147
H 4.13273 -1.78485 0.07960 -0.323 0.126 0.176
H 3.04353 -1.52578 1.60242 -0.026 -0.013 -0.387
Li 0.79156 1.71973 0.06263 -0.513 0.015 0.430
Hg -4.22114 0.07001 0.22654 -0.302 0.004 0.079
```
Positions in Å, forces in eV/Å.

---

2 unconnected molecules or ions with the total composition C7H16 at a distorted geometry. Source: OMol25; level of theory: the ωB97M-V functional and the def2-TZVPD basis.

## Properties
SMILES string ... CCCCC.C=C
Net charge ... 0
Strongest force on any atom ... 6.02 eV/Å
DFT total energy ... -276.1426 Ha

The geometry in XYZ format:
```
23
Properties=species:S:1:pos:R:3:forces:R:3
C -2.51031 -1.21296 0.80513 4.260 0.425 -1.525
C -1.63035 -2.20318 0.30883 -0.133 5.922 -1.095
C 1.66281 -1.54335 -1.25883 0.474 -3.406 -0.414
C 1.43937 -0.50814 -0.17899 3.007 1.410 -0.002
C 0.71522 0.75641 -0.50191 -1.442 -0.801 -4.311
C 0.49494 1.59965 0.65776 -0.138 4.245 0.010
C -0.58636 2.74075 0.34290 -0.102 -2.762 3.437
H -2.33616 0.02228 0.72044 -0.401 -3.749 -0.414
H -3.17614 -1.44023 1.56755 -1.486 -0.548 1.133
H -0.78526 -1.59334 -0.48854 -2.707 -2.887 2.529
H -1.64653 -3.26739 0.60324 0.041 0.806 -0.520
H 0.65759 -2.10374 -1.37055 1.741 0.664 -0.220
H 2.08436 -1.43394 -2.34954 -0.753 0.770 2.291
H 2.39039 -2.32356 -0.73881 -1.481 1.253 -1.311
H 2.44964 -0.25833 0.39840 -1.949 -0.327 -1.282
H 0.80528 -0.90106 0.52962 -0.919 -1.763 1.942
H 1.27165 1.13682 -1.40326 -0.545 0.783 1.005
H -0.36906 0.57094 -0.97580 2.062 -0.259 0.833
H 1.39460 2.13702 0.90528 0.681 -0.067 0.488
H 0.16861 1.06190 1.48095 -0.481 -1.307 1.667
H -1.39714 2.06730 0.15427 -1.013 0.467 -1.408
H -0.98543 3.39650 1.15072 0.965 -0.545 -0.107
H -0.11172 3.29968 -0.35885 0.319 1.677 -2.724
```
Positions in Å, forces in eV/Å.

---

A molecular structure, C19H45InN5O7 at a distorted geometry. Source: OMol25; level of theory: the ωB97M-V functional and the def2-TZVPD basis.

## Properties
Net charge ... -1
Strongest force on any atom ... 1.46 eV/Å
DFT total energy ... -1741.5456 Ha

The geometry in XYZ format:
```
77
Properties=species:S:1:pos:R:3:forces:R:3
O 5.36172 -1.11089 0.41009 -1.369 0.122 -0.491
C 4.26555 -0.89898 -0.08811 1.166 -0.270 0.762
O 3.55494 -1.92652 -0.62715 0.848 -0.325 0.354
C 3.61886 0.46159 -0.05087 0.181 -0.070 -0.858
C 2.51690 0.75549 -1.08010 0.045 0.545 0.451
C 1.12909 0.88682 -0.46805 -0.157 -0.783 -0.210
In 0.07331 -1.05351 -0.05524 -0.337 -0.030 0.206
H 3.32331 -1.76006 -1.54026 -0.694 0.341 -0.156
H 3.27580 0.63612 0.96273 -0.209 -0.146 0.262
H 4.43883 1.15439 -0.21127 0.267 0.133 0.137
H 2.77895 1.70222 -1.54824 0.148 0.104 -0.187
H 2.53434 0.01934 -1.88108 -0.088 -0.224 -0.185
H 1.17920 1.46360 0.45394 0.063 0.199 0.140
H 0.50431 1.43914 -1.16422 -0.209 0.159 -0.067
H 0.27894 -2.16228 -1.45522 0.148 0.112 -0.015
H -1.69662 -0.65276 0.04092 0.093 0.005 -0.003
H 0.58207 -1.73733 1.50616 0.088 0.103 -0.125
C -2.12657 -6.32661 0.97890 -0.113 -0.021 0.076
C -2.14400 -4.82920 1.18297 -0.067 0.135 -0.101
O -1.21975 -4.12306 0.83746 0.159 -0.185 -0.060
N -3.26286 -4.27913 1.73589 -0.040 -0.139 0.091
C -4.47845 -4.93544 2.17189 0.213 0.177 -0.082
H -1.17685 -6.59262 0.52732 0.061 0.037 0.041
H -2.22774 -6.86498 1.92306 -0.090 0.001 -0.012
H -2.93206 -6.61778 0.30291 0.011 -0.153 0.041
H -3.20247 -3.27656 1.83174 0.007 0.035 -0.019
H -5.32905 -4.53976 1.61730 -0.121 -0.091 0.056
H -4.65452 -4.74804 3.23025 -0.094 -0.044 0.022
H -4.42342 -6.00720 2.00475 0.086 -0.015 -0.042
C 3.76008 4.57591 0.15356 -0.038 -0.091 -0.169
C 2.54848 4.79644 -0.71653 -0.016 -0.141 0.093
O 2.21366 4.01713 -1.58757 0.028 0.195 -0.174
N 1.82174 5.92928 -0.48077 0.112 0.089 0.057
C 2.07709 6.96162 0.50322 -0.229 -0.078 -0.206
H 4.23063 3.64196 -0.13888 -0.075 -0.048 -0.041
H 4.47506 5.38948 0.03633 -0.035 -0.029 0.187
H 3.47106 4.50750 1.20260 0.076 0.062 0.033
H 1.01593 6.02098 -1.07674 -0.047 -0.017 -0.002
H 1.23584 7.04285 1.19562 0.059 0.034 0.068
H 2.21441 7.92865 0.01281 0.051 0.030 0.075
H 2.97370 6.73446 1.06998 0.035 -0.002 -0.009
C 7.17975 6.67671 -1.07648 -0.035 0.002 0.022
C 7.12006 6.79645 0.42887 -0.008 -0.051 -0.008
O 6.10157 6.56380 1.05666 0.042 0.154 0.033
N 8.25830 7.17226 1.07162 0.050 0.039 -0.129
C 9.55397 7.48133 0.49893 -0.120 -0.019 0.297
H 6.20470 6.36798 -1.43891 -0.035 -0.013 0.042
H 7.43744 7.63443 -1.53014 0.059 -0.026 -0.038
H 7.91633 5.93049 -1.37518 0.034 0.039 -0.044
H 8.15346 7.22875 2.07154 0.006 -0.016 0.038
H 10.31314 6.80456 0.89474 0.050 0.006 -0.076
H 9.84156 8.50530 0.74492 0.050 0.006 -0.075
H 9.52950 7.37893 -0.57984 -0.017 -0.009 -0.033
C -8.33576 -1.58148 4.08791 0.003 -0.029 0.015
C -7.34880 -2.06738 3.05063 0.074 0.053 -0.086
O -6.39802 -2.77024 3.33958 -0.062 -0.003 0.144
N -7.55549 -1.68172 1.76269 -0.149 0.010 0.051
C -8.61668 -0.85097 1.23009 0.267 -0.130 -0.116
H -8.03264 -1.96850 5.05494 0.059 -0.037 -0.007
H -8.34536 -0.49192 4.13082 -0.069 0.006 -0.015
H -9.34165 -1.93840 3.86304 -0.030 0.071 0.000
H -6.85727 -2.02798 1.12358 0.049 0.036 -0.022
H -9.18625 -1.40087 0.47836 -0.072 0.049 0.016
H -8.19766 0.04098 0.76121 -0.073 0.045 0.013
H -9.29354 -0.54169 2.01869 -0.013 0.001 0.036
C -1.63673 -5.88003 -2.55468 -0.117 -0.025 -0.016
C -3.01512 -6.44059 -2.80411 0.043 0.021 0.090
O -3.56048 -7.22999 -2.04608 0.010 0.001 -0.049
N -3.65484 -6.02573 -3.93264 0.119 0.041 -0.061
C -3.18008 -5.09360 -4.93709 -0.268 -0.161 0.041
H -1.24952 -6.28374 -1.62857 -0.026 -0.030 0.038
H -0.96441 -6.15679 -3.36806 0.030 0.106 -0.019
H -1.67015 -4.79319 -2.46527 0.121 0.013 -0.009
H -4.56895 -6.43040 -4.04909 -0.042 0.003 0.006
H -3.85327 -4.23734 -5.00662 0.073 0.060 -0.024
H -3.13591 -5.58019 -5.91418 0.065 0.053 -0.024
H -2.19063 -4.73150 -4.68399 0.020 0.018 0.028
```
Positions in Å, forces in eV/Å.

---

A molecular structure, C26H32AsClIN2O8OsP2. Source: OMol25; level of theory: the ωB97M-V functional and the def2-TZVPD basis.

## Properties
Net charge ... +1
Strongest force on any atom ... 0.54 eV/Å
DFT total energy ... -5488.4523 Ha
2S+1 ... 5

The geometry in XYZ format:
```
74
Properties=species:S:1:pos:R:3:forces:R:3
Os -0.32495 0.16135 0.07390 -0.134 -0.344 0.392
Cl 3.07933 4.08443 4.74292 0.011 0.016 0.015
C 2.30534 2.75492 3.95105 -0.016 -0.019 -0.023
C 2.41999 1.49252 4.46198 0.004 0.037 -0.003
C 1.77979 0.39503 3.85592 -0.032 -0.007 -0.028
I 1.93570 -1.49198 4.70414 -0.007 0.009 -0.017
C 1.02227 0.54354 2.70681 0.043 0.107 0.072
O 0.35210 -0.40736 2.12048 0.004 0.028 -0.226
C 0.95476 1.86543 2.15976 0.007 -0.036 0.030
N 0.23569 1.98707 1.00492 0.011 0.058 0.035
C -0.00057 3.18307 0.49682 0.033 0.042 -0.017
C 0.51850 4.34578 1.07969 -0.006 -0.020 -0.011
C 1.30727 4.24702 2.19566 -0.006 0.002 0.014
C 1.54528 2.98527 2.77754 0.008 -0.038 0.025
H 3.00186 1.33601 5.35991 0.002 0.005 0.001
H -0.59730 3.21335 -0.40702 0.008 -0.003 -0.007
H 0.29992 5.30329 0.62962 0.001 -0.001 -0.003
H 1.73843 5.12820 2.65107 -0.002 0.002 -0.004
C 0.48004 0.21771 -3.96582 -0.019 0.016 0.056
C -0.87852 -0.41872 -3.69116 0.034 -0.010 0.023
O -1.52210 -0.80783 -4.90221 -0.017 -0.099 -0.005
P -2.01786 0.81699 -2.98673 -0.036 -0.012 0.024
O -3.37642 0.04877 -2.69259 0.028 0.022 0.048
O -2.40477 1.81426 -4.14154 0.028 0.029 -0.022
O -1.43905 1.56178 -1.84231 0.047 0.071 -0.114
P -0.67952 -1.84996 -2.51001 -0.034 0.031 -0.047
O -1.95838 -2.75246 -2.84571 -0.037 0.032 0.080
O 0.61038 -2.52992 -2.69269 -0.036 0.014 -0.033
O -1.07506 -1.30268 -1.11407 0.199 0.133 0.040
H 0.37061 1.01695 -4.69912 0.009 0.017 -0.001
H 1.16741 -0.54123 -4.33982 -0.007 -0.013 -0.029
H 0.90647 0.63086 -3.05342 -0.088 -0.107 -0.155
H -0.94913 -1.40673 -5.39655 0.029 0.026 -0.004
H -3.27075 -0.88580 -2.45804 -0.032 -0.042 -0.039
H -2.78763 1.38274 -4.91906 -0.001 -0.015 -0.011
H -1.73039 -3.60661 -3.23129 -0.022 -0.014 -0.051
C -3.89666 -0.90665 0.83300 0.004 0.016 0.019
As -2.58158 0.47667 1.12640 -0.075 0.023 0.002
C -2.46865 0.53289 3.05278 0.020 0.028 -0.013
C -3.46759 2.16919 0.69354 0.044 0.023 0.030
C -4.88670 2.22565 1.17021 -0.028 -0.058 0.017
C -5.19951 2.72172 2.43267 0.005 -0.007 0.003
C -6.51280 2.73609 2.88042 0.004 0.002 0.004
C -7.52925 2.25345 2.06980 -0.007 -0.005 -0.003
C -7.22807 1.76413 0.80593 -0.011 0.004 0.009
C -5.91585 1.75000 0.36015 0.011 0.016 -0.012
H -4.75153 -0.71621 1.48005 -0.001 -0.011 -0.010
H -3.44692 -1.86715 1.07851 0.012 0.007 -0.013
H -4.22882 -0.91231 -0.20150 0.020 0.015 -0.037
H -3.46462 0.70120 3.45990 0.007 -0.006 0.010
H -1.80440 1.34309 3.35284 -0.005 0.001 0.003
H -2.05787 -0.40638 3.41635 0.000 -0.010 -0.027
H -3.38998 2.30680 -0.38305 0.021 -0.043 -0.023
H -2.85503 2.93464 1.17561 -0.011 0.015 -0.026
H -4.41138 3.11463 3.06558 0.001 -0.001 0.000
H -6.74219 3.13235 3.86079 -0.001 -0.002 0.001
H -8.55361 2.26708 2.41679 -0.001 0.002 0.000
H -8.01863 1.39887 0.16370 -0.001 -0.001 0.000
H -5.68627 1.37734 -0.63249 0.003 -0.001 0.003
C 2.24943 2.01635 -1.55963 -0.021 0.070 0.079
C 2.53042 0.60587 -1.21459 0.101 0.019 0.063
C 3.73637 -0.10230 -1.50278 0.004 -0.048 0.029
C 3.58844 -1.35303 -0.98639 0.028 0.051 -0.045
C 2.28903 -1.40821 -0.38825 0.004 -0.056 0.069
C 1.70732 -2.55428 0.33158 -0.006 0.013 0.031
N 1.66583 -0.20211 -0.54065 -0.150 -0.005 -0.205
H 2.86541 2.32877 -2.40126 -0.003 -0.002 -0.006
H 2.49927 2.66123 -0.71093 0.018 0.004 0.006
H 1.19818 2.17525 -1.80187 0.008 0.038 0.058
H 4.58134 0.30983 -2.02990 0.006 0.001 -0.001
H 4.28510 -2.17479 -1.00558 0.006 0.002 -0.003
H 2.40520 -3.38741 0.33582 -0.009 -0.012 -0.003
H 0.78138 -2.87505 -0.14806 0.013 0.004 -0.004
H 1.46360 -2.26568 1.35800 0.018 -0.006 -0.009
```
Positions in Å, forces in eV/Å.

---

7 unconnected molecules or ions with the total composition C5H23NO7 at a distorted geometry. Source: OMol25; level of theory: the ωB97M-V functional and the def2-TZVPD basis.

## Properties
SMILES string ... NCCCCC=O.O.O.O.O.O.O
Net charge ... 0
Strongest force on any atom ... 2.44 eV/Å
DFT total energy ... -785.7094 Ha

The geometry in XYZ format:
```
36
Properties=species:S:1:pos:R:3:forces:R:3
O -3.26211 -0.63312 0.86586 -0.253 0.124 -0.058
C -2.37704 -0.04064 0.30367 0.875 -0.287 -0.022
C -1.30125 -0.71974 -0.49185 1.286 0.274 -0.792
C -0.11392 -1.33590 0.33165 -1.226 -2.028 -0.563
C 0.02010 -0.99513 1.80166 0.123 0.553 0.432
C 0.22223 0.49894 2.05655 0.159 0.148 0.147
N 1.44277 1.10385 1.54625 -0.279 0.850 -0.486
H -2.20045 1.04179 0.43293 -0.591 0.111 -0.017
H -0.82531 -0.07060 -1.21733 -0.255 0.879 0.368
H -1.70403 -1.42581 -1.21623 -0.351 -0.399 0.530
H -0.33567 -2.41315 0.27762 0.136 -0.058 0.423
H 0.77638 -1.32143 -0.29463 0.231 0.647 0.411
H -0.87265 -1.31209 2.34471 -0.273 0.093 -0.200
H 0.80672 -1.56773 2.29872 0.292 0.020 -0.325
H -0.59212 1.04437 1.58282 -0.092 0.027 -0.013
H 0.13613 0.76224 3.11125 0.090 -0.268 0.117
H 2.31567 0.95580 2.02043 -0.035 -0.455 0.191
H 1.54199 0.98897 0.54848 0.148 -0.101 0.014
H 2.79417 -1.43786 -2.41816 -0.220 0.340 -0.049
H 2.29211 -0.25504 -1.48914 -0.045 0.045 -0.480
O 2.75168 -1.09594 -1.51978 0.382 -0.186 0.336
H -3.77711 -2.71181 -0.24636 -0.256 -0.038 -0.273
H -2.41698 -3.07343 -0.64047 0.133 -0.321 -0.235
O -3.32083 -3.21088 -0.94228 0.001 0.189 0.569
H -1.03145 2.18904 -2.00711 -0.006 -0.264 -0.400
H -1.87410 1.85506 -3.24853 -0.003 0.054 0.043
O -1.65068 1.53193 -2.37063 -0.101 0.330 0.030
H 0.14641 4.50417 1.59790 0.032 0.064 -0.110
H 0.96226 3.23539 1.31391 0.149 -0.008 -0.049
O 0.78832 4.13762 0.98060 -0.092 -0.332 0.014
H 1.87134 -3.55772 0.23262 -0.035 0.171 -0.024
H 2.96595 -2.65919 -0.40015 -0.337 -0.101 0.082
O 2.74871 -3.57043 -0.15523 0.332 -0.203 0.024
H 0.69563 3.55673 -1.04866 0.009 -0.022 0.224
H 1.61840 3.08813 -2.16803 -0.073 -0.016 -0.120
O 0.75874 2.91362 -1.77304 0.147 0.169 0.258
```
Positions in Å, forces in eV/Å.

---

A molecular structure, C11H14N6OSeTl at a distorted geometry. Source: OMol25; level of theory: the ωB97M-V functional and the def2-TZVPD basis.

## Properties
Net charge ... -1
Strongest force on any atom ... 1.20 eV/Å
DFT total energy ... -3405.2843 Ha

The geometry in XYZ format:
```
34
Properties=species:S:1:pos:R:3:forces:R:3
Tl -0.25261 -0.44786 0.95008 -0.087 -1.171 -0.249
N 3.05462 -2.06594 0.26297 -0.346 -0.043 -0.096
C 3.37054 -0.77884 0.21277 0.248 0.152 0.156
N 4.66936 -0.43182 0.10903 0.065 -0.064 -0.002
C 4.90223 0.86900 0.10001 -0.160 -0.086 0.031
N 6.21419 1.26495 0.09590 0.046 -0.038 0.001
N 3.98075 1.83568 0.10710 -0.014 0.263 -0.049
C 2.72453 1.38671 0.18384 0.421 -0.622 -0.003
N 2.36403 0.12480 0.29623 0.088 0.333 -0.097
C 1.64991 2.40303 0.09282 -0.500 0.376 0.045
C 1.97065 3.76084 0.08114 0.141 -0.117 0.035
C 0.96387 4.69089 -0.08185 -0.183 -0.059 0.002
C -0.33927 4.23494 -0.23418 0.060 0.100 0.017
C -0.57033 2.87280 -0.17779 -0.068 -0.136 0.020
N 0.38766 1.96814 -0.00360 0.486 0.363 -0.308
H 3.78497 -2.71115 0.01466 0.062 0.027 0.032
H 2.07493 -2.30972 -0.03131 -0.024 0.006 -0.045
H 6.86513 0.54740 -0.17334 0.023 0.024 -0.015
H 6.38957 2.19530 -0.24004 -0.023 0.019 0.001
H 3.00722 4.04185 0.19331 -0.005 0.030 -0.027
H 1.18067 5.75138 -0.09436 0.042 0.000 -0.014
H -1.16555 4.91586 -0.39047 0.011 0.014 0.012
H -1.56946 2.46949 -0.27970 -0.042 -0.019 0.007
C -3.56160 -2.00385 -0.28666 0.296 -0.251 -0.267
O -3.94084 -0.73614 0.28794 -0.192 0.042 0.177
C -3.05014 0.19384 0.41312 -0.263 0.087 -0.268
C -3.76623 1.39107 0.98206 -0.072 -0.104 0.103
H -3.71310 -2.77363 0.46860 -0.035 0.089 0.046
H -2.51848 -2.00291 -0.61794 0.060 0.080 0.069
H -4.21983 -2.18669 -1.13572 -0.072 0.072 0.071
H -4.74784 1.14120 1.39938 0.014 0.045 0.030
H -3.91251 2.08573 0.14796 0.048 0.038 -0.001
H -3.14519 1.89051 1.72498 0.052 0.027 -0.035
Se 0.04803 -2.31907 -1.12644 -0.077 0.525 0.619
```
Positions in Å, forces in eV/Å.

---

Question: What is the formula in the first record?
Answer: C4H5F2HgLiO2